No. 1
ORCA calculation (ωB97M-V with the def2-TZVPD basis set) on 3 unconnected molecules or ions with the total composition C2H10N2O3 in a non-equilibrium geometry.

Geometry (Å):
N: 0.06760 -1.53070 -0.93919
C: 0.09114 -0.51665 0.14888
C: 0.50352 0.88354 -0.24014
N: -0.53065 1.72988 -0.48534
O: 1.65337 1.27824 -0.16944
H: 0.22530 -2.41598 -0.47355
H: 0.93079 -1.44065 -1.47312
H: 0.67718 -0.83529 1.02160
H: -0.95115 -0.51076 0.50124
H: -1.48796 1.42319 -0.46141
H: -0.36486 2.72024 -0.54531
O: -3.30104 1.01469 0.76103
H: -4.26539 0.96605 0.76196
H: -3.10839 0.15682 1.16712
O: 3.14528 -1.26634 0.37375
H: 2.65093 -0.57502 -0.09411
H: 4.06432 -1.08126 0.14603

Its SMILES is NCC(N)=O.O.O. For the LUMO energy, the calculation gives 0.4041 eV. As for the charge: 0. Its frontier orbital gap is 10.175 eV. The value obtained for the relative energy (zero: lowest compared OMol25 entry of this formula, charge and spin) is 17.3 kcal per mole.

Atomic partial charges in e from the Mulliken method, atoms 1 to 2: -0.667, -0.377

No. 2
ORCA calculation (ωB97M-V with the def2-TZVPD basis set) on 3 unconnected molecules or ions with the total composition C2H10N2O3 in a non-equilibrium geometry.

Geometry (Å):
C: 1.03777 0.41024 -0.47580
C: 1.61875 1.66622 0.14091
N: 1.42839 -0.79874 0.08882
H: 1.59963 -0.73315 1.08745
H: 0.73260 -1.58097 -0.09214
H: 1.10538 0.37841 -1.56806
H: -0.18406 0.48478 -0.34753
H: 2.70345 1.70420 0.00476
H: 1.41036 1.70600 1.21373
H: 1.18864 2.55736 -0.31797
N: -2.39895 1.08617 -0.10398
O: -0.76462 -2.09673 0.10598
O: -1.50108 0.12826 -0.17596
O: -0.91971 -3.46768 -0.16610
H: -1.22077 -3.82557 0.68328
H: -2.80107 1.23786 0.81536
H: -3.03472 1.14333 -0.89275

For the LUMO energy (alpha / beta), the calculation gives -0.2277 / -1.2105 eV. As for the charge: 0. Its frontier orbital gap (alpha / beta) is 7.704 / 6.212 eV. The value obtained for the relative energy (zero: lowest compared OMol25 entry of this formula, charge and spin) is 216.6 kcal per mole.

Atomic partial charges in e from the Mulliken method, atoms 1 to 2: 0.131, -1.201

No. 3
ORCA calculation (ωB97M-V with the def2-TZVPD basis set) on a gas-phase ion, C2H10N2O3P (charge +1) in a non-equilibrium geometry.

Geometry (Å):
N: -0.78837 1.06219 -0.71641
C: -0.40758 -0.28958 -0.71775
C: -1.15310 -1.07698 0.36487
N: -2.34004 -0.26217 0.56944
O: 1.07358 -0.34063 -0.57295
P: 2.14911 0.03915 0.64975
O: 2.22334 1.63888 0.47564
O: 3.54461 -0.38551 -0.09126
H: -0.83532 1.32603 -1.64784
H: -0.16391 1.57528 -0.23323
H: -0.48036 -0.81481 -1.71926
H: -0.41305 -1.05494 1.20438
H: -1.44054 -2.04806 -0.14030
H: -2.12305 0.77817 0.33196
H: -2.82211 -0.33217 1.58476
H: -3.11970 -0.49862 -0.08037
H: 3.14867 1.97383 0.61526
H: 3.94782 -1.29006 0.12331

Its SMILES is N[C@H](C[NH3+])OP(O)O. For the LUMO energy, the calculation gives -3.5208 eV. As for the charge: +1. Its frontier orbital gap is 8.808 eV. The value obtained for the relative energy (zero: lowest compared OMol25 entry of this formula, charge and spin) is 27.0 kcal per mole.

Atomic partial charges in e from the Mulliken method, atoms 1 to 2: -0.563, 0.136